# 1
C21H25N3O7S | wB97M-V/def2-TZVPD

Output
F_max, eV Å⁻¹: 1.0
HOMO level, eV: -8.755
Energy above the lowest of the compared OMol25 structures with the same formula, charge and spin, eV: 1.604
Structure (SMILES): CCOc1ncccc1C(=O)OCC(=O)Nc1ccc(C)c(S(=O)(=O)N2CCOCC2)c1
Charge: 0

Each line ends with the natural charge from an NBO analysis.
Element x y z (Å)
C  1.0417  -4.6942  -2.4414  -0.638
C  1.5613  -3.7375  -1.3787  -0.072
O  0.7017  -3.6866  -0.2394  -0.502
C  0.7203  -4.7383  0.5898  0.552
N  1.6311  -5.6792  0.4009  -0.502
C  1.7090  -6.6890  1.2514  0.086
C  0.8911  -6.8160  2.3601  -0.300
C  -0.0782  -5.8467  2.5584  -0.083
C  -0.1980  -4.7913  1.6614  -0.264
C  -1.2647  -3.7923  1.8931  0.795
O  -1.7920  -3.6043  2.9591  -0.579
O  -1.5920  -3.1346  0.7667  -0.508
C  -2.5227  -2.0712  0.8635  -0.181
C  -1.8794  -0.7012  0.6137  0.662
O  -2.5563  0.2986  0.5657  -0.599
N  -0.5332  -0.7643  0.4610  -0.613
C  0.3568  0.2928  0.2752  0.106
C  1.6758  0.0007  -0.0718  -0.163
C  2.5801  1.0190  -0.2854  -0.206
C  2.2198  2.3629  -0.1705  -0.001
C  3.2416  3.4177  -0.4542  -0.658
C  0.9120  2.6331  0.2110  -0.343
S  0.1857  4.2796  0.3633  2.335
O  -0.8543  4.2239  1.3423  -0.931
O  1.1895  5.2957  0.5033  -0.943
N  -0.5454  4.5361  -1.1140  -0.670
C  -1.7159  3.7429  -1.4136  -0.268
C  -2.4408  4.3946  -2.5934  -0.073
O  -1.5860  4.5117  -3.7097  -0.521
C  -0.4518  5.2872  -3.4010  -0.071
C  0.3400  4.6663  -2.2466  -0.268
C  -0.0079  1.6245  0.4356  -0.174
H  1.0652  -5.7142  -2.0681  0.226
H  1.6679  -4.6272  -3.3262  0.219
H  0.0198  -4.4364  -2.7086  0.213
H  2.5663  -4.0308  -1.0606  0.202
H  1.5712  -2.7138  -1.7608  0.189
H  2.4713  -7.4207  1.0200  0.199
H  0.9990  -7.6469  3.0372  0.228
H  -0.7614  -5.8894  3.3935  0.241
H  -3.3083  -2.2315  0.1203  0.220
H  -2.9753  -2.0607  1.8629  0.245
H  -0.1323  -1.6955  0.3941  0.432
H  1.9888  -1.0292  -0.1615  0.202
H  3.5980  0.7759  -0.5530  0.214
H  4.2031  3.1271  -0.0354  0.219
H  2.9390  4.3715  -0.0369  0.264
H  3.3699  3.5321  -1.5311  0.218
H  -2.3453  3.7298  -0.5252  0.245
H  -1.4379  2.7120  -1.6827  0.188
H  -3.2822  3.7801  -2.9159  0.201
H  -2.7998  5.3889  -2.2928  0.170
H  0.1509  5.3235  -4.3100  0.198
H  -0.7580  6.3044  -3.1181  0.171
H  1.1649  5.3115  -1.9464  0.237
H  0.7279  3.6831  -2.5589  0.181
H  -1.0005  1.8898  0.7566  0.270

---

# 2
C21H25N5O2 | wB97M-V/def2-TZVPD

Output
F_max, eV Å⁻¹: 1.4
HOMO level, eV: -7.506
Energy above the lowest of the compared OMol25 structures with the same formula, charge and spin, eV: 0.328
Structure (SMILES): C=CCn1c(=O)c2c(nc3n2C[C@H](C)CN3CCc2ccccc2)n(C)c1=O
Charge: 0

Each line ends with the natural charge from an NBO analysis.
Element x y z (Å)
C  5.6467  -2.0191  -2.0413  -0.376
C  5.4383  -0.7933  -1.6027  -0.186
C  5.3021  -0.4388  -0.1527  -0.267
N  3.9759  0.1129  0.1253  -0.453
C  3.0057  -0.7946  0.5843  0.652
O  3.2636  -1.9735  0.7626  -0.637
C  1.7635  -0.1431  0.7974  -0.125
C  1.5598  1.2025  0.5407  0.442
N  0.2829  1.5703  0.7908  -0.589
C  -0.3050  0.4494  1.2062  0.583
N  0.5339  -0.6120  1.2367  -0.345
C  0.1625  -1.9336  1.6557  -0.208
C  -1.3284  -2.1226  1.3616  -0.232
C  -1.5754  -2.2267  -0.1406  -0.614
C  -2.1088  -0.9542  1.9786  -0.198
N  -1.6005  0.3299  1.5458  -0.432
C  -2.4158  1.5172  1.6672  -0.189
C  -2.7717  2.1154  0.2980  -0.441
C  -3.4633  1.1141  -0.5817  -0.023
C  -4.7383  0.6566  -0.2684  -0.181
C  -5.3649  -0.2876  -1.0613  -0.223
C  -4.7257  -0.7857  -2.1846  -0.227
C  -3.4596  -0.3316  -2.5099  -0.192
C  -2.8333  0.6097  -1.7109  -0.223
N  2.5637  2.0001  0.0897  -0.430
C  2.3199  3.4017  -0.1656  -0.413
C  3.8160  1.4628  -0.1317  0.797
O  4.7355  2.1510  -0.5276  -0.647
H  5.7385  -2.2417  -3.0910  0.196
H  5.7348  -2.8517  -1.3631  0.195
H  5.3390  0.0416  -2.2833  0.205
H  6.0382  0.3240  0.1150  0.235
H  5.4168  -1.3253  0.4731  0.236
H  0.7806  -2.6548  1.1164  0.244
H  0.3621  -2.0515  2.7287  0.199
H  -1.6668  -3.0443  1.8438  0.222
H  -2.6364  -2.3454  -0.3472  0.219
H  -1.2315  -1.3306  -0.6497  0.216
H  -1.0445  -3.0826  -0.5498  0.216
H  -3.1574  -1.0201  1.6743  0.216
H  -2.0647  -1.0247  3.0765  0.186
H  -1.8654  2.2688  2.2421  0.215
H  -3.3211  1.2446  2.2123  0.202
H  -3.4162  2.9815  0.4628  0.217
H  -1.8466  2.4498  -0.1703  0.239
H  -5.2483  1.0502  0.6002  0.199
H  -6.3561  -0.6335  -0.8056  0.213
H  -5.2152  -1.5214  -2.8054  0.215
H  -2.9573  -0.7134  -3.3866  0.214
H  -1.8443  0.9627  -1.9670  0.216
H  1.8775  3.8587  0.7187  0.211
H  3.2741  3.8679  -0.4026  0.249
H  1.6306  3.5141  -1.0034  0.204

---

# 3
C21H25N5O4 | wB97M-V/def2-TZVPD

Output
F_max, eV Å⁻¹: 1.5
HOMO level, eV: -7.565
Energy above the lowest of the compared OMol25 structures with the same formula, charge and spin, eV: 1.485
Structure (SMILES): COc1cccc(C(=O)Cn2c(N3CCCCC3)nc3c2c(=O)n(C)c(=O)n3C)c1
Charge: 0

Each line ends with the natural charge from an NBO analysis.
Element x y z (Å)
C  1.7944  6.0574  -0.5434  -0.254
O  2.2363  5.8309  0.7755  -0.489
C  2.0784  4.5939  1.3078  0.297
C  2.5664  4.4164  2.6061  -0.225
C  2.4580  3.1913  3.2315  -0.196
C  1.8545  2.1200  2.5937  -0.199
C  1.3598  2.2861  1.3034  -0.173
C  0.7019  1.2034  0.5400  0.579
O  0.4919  1.2810  -0.6500  -0.543
C  0.2850  -0.0336  1.3311  -0.353
N  -0.4731  -0.9427  0.5164  -0.335
C  -1.7366  -0.9018  0.0055  0.591
N  -2.7308  -0.0502  0.3712  -0.426
C  -2.5313  1.3679  0.6068  -0.202
C  -2.5573  2.1518  -0.7077  -0.424
C  -3.8768  1.9103  -1.4357  -0.397
C  -4.1043  0.4117  -1.6169  -0.417
C  -4.0180  -0.2932  -0.2645  -0.215
N  -1.9824  -1.9324  -0.8060  -0.580
C  -0.8387  -2.6403  -0.8475  0.446
C  0.1289  -2.0610  -0.0500  -0.121
C  1.4227  -2.6150  0.1208  0.650
O  2.3182  -2.1937  0.8433  -0.655
N  1.5822  -3.7728  -0.6501  -0.450
C  2.8677  -4.4471  -0.5903  -0.416
C  0.6431  -4.3737  -1.4725  0.793
O  0.9057  -5.3849  -2.0902  -0.639
N  -0.5986  -3.7775  -1.5512  -0.426
C  -1.6325  -4.3553  -2.3796  -0.414
C  1.4781  3.5220  0.6637  -0.218
H  2.0425  7.0945  -0.7619  0.203
H  0.7127  5.9168  -0.6333  0.177
H  2.3068  5.4035  -1.2552  0.182
H  3.0324  5.2562  3.0966  0.228
H  2.8504  3.0675  4.2294  0.220
H  1.7977  1.1664  3.0921  0.218
H  1.2052  -0.5686  1.6053  0.298
H  -0.2589  0.2312  2.2416  0.227
H  -1.5967  1.5507  1.1304  0.200
H  -3.3516  1.7003  1.2527  0.199
H  -2.4256  3.2146  -0.4960  0.209
H  -1.7218  1.8201  -1.3275  0.226
H  -3.8661  2.4103  -2.4056  0.212
H  -4.6964  2.3338  -0.8486  0.190
H  -5.0796  0.2249  -2.0676  0.211
H  -3.3367  -0.0054  -2.2699  0.214
H  -4.1367  -1.3686  -0.3854  0.242
H  -4.7899  0.0876  0.4113  0.190
H  3.3056  -4.4968  -1.5868  0.213
H  2.7374  -5.4623  -0.2162  0.211
H  3.5054  -3.8739  0.0788  0.242
H  -2.4750  -4.6618  -1.7592  0.206
H  -1.9767  -3.6157  -3.1020  0.210
H  -1.2064  -5.2172  -2.8893  0.249
H  1.0880  3.6013  -0.3388  0.234